No. 1
Here is a cluster of 4 separate species, C41H64ClO14P in total from the OMol25 dataset. Energies are from the ωB97M-V functional and the def2-TZVPD basis.

Structure (ORCA input):
```
! wB97M-V def2-TZVPD RIJCOSX def2/J DEFGRID3
* xyz 0 1
C -0.94 0.97 8.02
C -1.04 1.34 6.75
C -1.40 1.80 5.25
C -0.69 1.21 3.97
Cl 0.59 -0.07 4.24
C -1.09 1.66 2.49
C -2.24 2.75 2.28
C -2.94 3.32 3.58
C -2.54 2.87 5.06
C -3.36 3.51 6.32
O -2.81 3.84 7.42
C -4.97 3.63 6.07
C -6.04 3.32 7.20
C -7.56 3.44 6.78
C -7.94 3.86 5.31
C -9.52 3.93 4.87
C -9.86 2.42 4.29
P -10.88 1.39 5.53
O -12.16 2.24 5.82
O -11.40 -0.12 4.92
C -10.53 -0.64 3.87
C -9.10 -1.20 4.43
O -9.92 1.14 6.93
C -10.71 1.26 8.16
C -10.88 2.81 8.66
C -6.89 4.22 4.16
C -7.32 4.65 2.67
C -5.36 4.10 4.58
C -4.16 4.40 3.51
O -4.16 5.40 2.72
H -0.99 1.07 9.18
H -0.62 1.23 1.54
H -2.61 3.11 1.25
H -5.67 2.99 8.24
H -8.35 3.18 7.57
H -10.15 4.17 5.79
H -9.69 4.64 3.98
H -10.31 2.45 3.23
H -8.84 1.85 4.17
H -11.07 -1.58 3.44
H -10.40 0.08 2.96
H -8.25 -0.40 4.33
H -9.23 -1.57 5.51
H -8.82 -2.11 3.77
H -11.77 0.81 8.05
H -10.15 0.65 8.98
H -10.46 3.55 7.87
H -12.01 3.03 8.74
H -10.29 2.95 9.64
H -6.45 4.73 1.93
H -8.08 3.90 2.18
H -7.85 5.69 2.65
C 3.58 1.97 -3.61
O 2.25 1.48 -3.46
C 2.09 0.71 -2.27
C 0.62 0.69 -1.85
O 0.22 1.89 -1.17
C 0.07 3.05 -1.99
C -1.18 3.00 -2.88
O -0.94 2.19 -4.02
C -2.14 1.66 -4.57
H 4.28 1.14 -3.68
H 3.62 2.56 -4.52
H 3.84 2.61 -2.76
H 2.70 1.12 -1.46
H 2.42 -0.31 -2.49
H 0.49 -0.11 -1.11
H -0.04 0.47 -2.68
H 0.97 3.25 -2.57
H -0.05 3.89 -1.30
H -1.41 4.01 -3.24
H -2.02 2.62 -2.30
H -2.65 1.04 -3.83
H -1.88 1.03 -5.42
H -2.79 2.47 -4.91
C 6.26 -3.62 -4.18
O 5.28 -4.39 -3.50
C 4.91 -3.79 -2.25
C 3.53 -4.28 -1.83
O 2.47 -3.60 -2.51
C 2.28 -3.96 -3.88
C 1.66 -5.35 -4.06
O 2.65 -6.36 -3.90
C 2.09 -7.60 -3.51
H 7.18 -3.55 -3.60
H 6.48 -4.12 -5.13
H 5.87 -2.62 -4.40
H 4.91 -2.70 -2.33
H 5.66 -4.10 -1.51
H 3.40 -4.03 -0.77
H 3.43 -5.36 -1.91
H 3.20 -3.85 -4.45
H 1.57 -3.23 -4.28
H 1.25 -5.44 -5.07
H 0.85 -5.48 -3.33
H 1.57 -7.50 -2.55
H 2.90 -8.32 -3.39
H 1.40 -7.97 -4.28
C 14.37 -0.92 -6.32
O 13.39 -1.69 -5.64
C 13.01 -1.09 -4.40
C 11.63 -1.57 -3.98
O 10.57 -0.90 -4.66
C 10.38 -1.26 -6.03
C 9.76 -2.65 -6.22
O 10.75 -3.66 -6.05
C 10.19 -4.90 -5.66
H 15.28 -0.85 -5.73
H 14.59 -1.42 -7.27
H 13.98 0.08 -6.55
H 13.01 0.00 -4.48
H 13.75 -1.40 -3.65
H 11.49 -1.32 -2.92
H 11.53 -2.66 -4.06
H 11.31 -1.15 -6.60
H 9.67 -0.53 -6.43
H 9.36 -2.74 -7.23
H 8.95 -2.78 -5.49
H 9.67 -4.80 -4.70
H 11.01 -5.62 -5.53
H 9.51 -5.27 -6.43
*
```

Summary:
HOMO-LUMO gap: 7.596 eV
LUMO energy: -1.3 eV
HOMO energy: -8.940 eV

Atom charges from the Mulliken analysis, given in e for atoms 1 to 4: number 1, C, carries -0.373; number 2, C, carries -0.404; number 3, C, carries 0.315; number 4, C, carries 0.122


No. 2
Here is the molecule C4H7N3 from the OMol25 dataset. Energies are from the ωB97M-V functional and the def2-TZVPD basis.

Structure (ORCA input):
```
! wB97M-V def2-TZVPD RIJCOSX def2/J DEFGRID3
* xyz 0 1
C -1.87 0.71 0.11
C -1.09 -0.54 -0.31
C 0.37 -0.32 -0.02
C 1.16 -0.15 -1.07
N 2.72 0.00 0.35
N 2.02 0.05 1.41
N 0.76 -0.20 1.29
H -2.94 0.51 0.13
H -1.53 1.01 1.11
H -1.67 1.54 -0.58
H -1.36 -1.42 0.28
H -1.29 -0.77 -1.36
H 1.06 -0.78 -1.97
H 3.66 0.35 0.62
*
```

Summary:
HOMO-LUMO gap: 9.261 eV
LUMO energy: -0.1 eV
HOMO energy: -9.397 eV
ΔE to the lowest compared entry with this formula, charge and spin: 430.6 kJ/mol

Atom charges from the Mulliken analysis, given in e for atoms 1 to 4: number 1, C, carries -1.094; number 2, C, carries -0.420; number 3, C, carries 0.544; number 4, C, carries -0.244


No. 3
Here is a structure of composition C9H10CrN5O5S4 from the OMol25 dataset. Energies are from the ωB97M-V functional and the def2-TZVPD basis.

Structure (ORCA input):
```
! wB97M-V def2-TZVPD RIJCOSX def2/J DEFGRID3
* xyz -2 4
Cr -0.02 0.24 0.04
S 0.91 1.34 1.98
C 0.87 2.92 1.36
S 2.20 3.44 0.43
C -0.18 3.87 1.58
C -1.59 3.76 1.51
N -2.76 3.66 1.42
C 0.13 5.16 2.04
N 0.45 6.21 2.48
N 2.01 0.39 -0.72
C 2.45 -0.96 -1.11
C 1.82 -2.06 -0.23
O 2.22 -3.21 -0.24
O 0.78 -1.61 0.43
H 1.92 1.06 -1.47
H 2.62 0.85 0.08
H 3.53 -1.03 -0.99
H 2.22 -1.06 -2.21
N -1.06 -0.67 -1.58
N -1.05 0.28 -2.66
C -1.10 1.64 -2.26
O -1.58 2.56 -2.87
O -0.50 1.77 -1.08
H -0.52 -1.60 -1.77
H -2.00 -1.06 -1.41
H -1.83 -0.01 -3.29
C -0.63 -4.12 1.64
O -1.18 -2.77 1.93
C -1.87 -2.14 1.02
S -2.74 -2.97 -0.13
S -2.04 -0.38 1.21
H -0.85 -4.82 2.54
H 0.47 -4.13 1.60
H -1.09 -4.54 0.74
*
```

Summary:
HOMO-LUMO gap (spin up / spin down): 5.468 / 5.512 eV
LUMO energy (spin up / spin down): 4.2 / 4.2 eV
HOMO energy (spin up / spin down): -1.219 / -1.265 eV
ΔE to the lowest compared entry with this formula, charge and spin: 250.6 kJ/mol

Atom charges from the Mulliken analysis, given in e for atoms 1 to 4: number 1, Cr, carries 0.345; number 2, S, carries -0.364; number 3, C, carries 0.545; number 4, S, carries -0.445


No. 4
Here is the molecule C7H9Cl from the OMol25 dataset. Energies are from the ωB97M-V functional and the def2-TZVPD basis.

Structure (ORCA input):
```
! wB97M-V def2-TZVPD RIJCOSX def2/J DEFGRID3
* xyz 0 1
C -1.67 2.82 -1.28
C -1.64 1.65 -1.12
C -0.85 -0.86 -1.55
C -0.95 -0.64 -0.07
C -1.84 0.07 -1.03
C 1.26 -0.45 1.12
C -0.04 0.34 0.65
Cl -3.55 -0.34 -1.27
H -1.69 3.92 -1.20
H -0.01 -0.66 -2.21
H -1.27 -1.69 -1.89
H -1.42 -1.38 0.53
H 2.09 0.20 1.36
H 1.47 -1.12 0.34
H 0.89 -1.12 1.95
H 0.27 1.22 0.17
H -0.59 0.60 1.61
*
```

Summary:
HOMO-LUMO gap: 10.912 eV
LUMO energy: 1.0 eV
HOMO energy: -9.888 eV
ΔE to the lowest compared entry with this formula, charge and spin: 297.4 kJ/mol

Atom charges from the Mulliken analysis, given in e for atoms 1 to 4: number 1, C, carries 0.394; number 2, C, carries -1.207; number 3, C, carries -0.940; number 4, C, carries -0.167


No. 5
Here is a cluster of 3 separate species, C22H44BF8NO8S in total from the OMol25 dataset. Energies are from the ωB97M-V functional and the def2-TZVPD basis.

Structure (ORCA input):
```
! wB97M-V def2-TZVPD RIJCOSX def2/J DEFGRID3
* xyz 0 1
C -1.05 -3.67 -2.41
C -0.48 -3.21 -3.76
C -0.39 -1.69 -3.84
C 0.62 -1.09 -2.89
N 1.09 0.22 -3.39
B 2.09 0.92 -2.69
C 1.87 1.22 -1.16
C 2.98 0.80 -0.20
C 2.82 -0.64 0.28
F 4.24 1.02 -0.71
S 3.55 1.53 -3.73
O 4.23 2.59 -3.04
O 2.99 1.90 -5.02
C 4.88 0.25 -4.14
F 6.04 0.76 -3.67
F 4.98 0.16 -5.49
C 4.73 -1.19 -3.59
F 5.97 -1.74 -3.63
F 4.33 -1.21 -2.32
C 3.81 -2.11 -4.45
F 4.54 -2.74 -5.39
F 3.24 -3.05 -3.65
F 2.85 -1.41 -5.08
H -1.77 -2.94 -2.06
H -1.60 -4.59 -2.55
H -0.28 -3.83 -1.67
H 0.48 -3.66 -3.96
H -1.19 -3.52 -4.52
H -0.14 -1.42 -4.86
H -1.38 -1.28 -3.67
H 0.11 -0.90 -1.95
H 1.43 -1.77 -2.67
H 1.27 0.20 -4.39
H 0.94 0.82 -0.81
H 1.79 2.31 -1.11
H 2.89 1.43 0.68
H 3.76 -1.17 0.17
H 2.54 -0.70 1.32
H 2.12 -1.18 -0.33
C -4.24 1.43 1.46
O -4.01 1.97 0.18
C -4.94 2.97 -0.23
C -4.24 4.16 -0.84
O -3.46 4.95 0.05
C -2.27 4.39 0.59
C -1.14 4.16 -0.39
O -1.45 3.12 -1.30
C -1.06 3.36 -2.63
H -4.96 0.61 1.42
H -3.29 1.05 1.83
H -4.60 2.19 2.17
H -5.56 3.29 0.61
H -5.60 2.53 -0.99
H -5.02 4.84 -1.20
H -3.65 3.87 -1.71
H -2.49 3.48 1.16
H -1.92 5.14 1.31
H -0.26 3.87 0.19
H -0.92 5.09 -0.92
H -1.19 4.42 -2.91
H -1.70 2.76 -3.28
H -0.02 3.06 -2.79
C -3.08 -0.48 5.50
O -2.31 -1.66 5.39
C -2.32 -2.27 4.11
C -0.93 -2.63 3.64
O -0.08 -1.53 3.32
C 0.37 -0.70 4.38
C 1.31 -1.34 5.38
O 0.67 -2.31 6.19
C 1.41 -3.50 6.39
H -4.13 -0.72 5.72
H -2.67 0.10 6.33
H -3.03 0.12 4.59
H -2.80 -1.62 3.37
H -2.91 -3.19 4.18
H -1.04 -3.17 2.70
H -0.44 -3.32 4.34
H -0.47 -0.22 4.89
H 0.93 0.10 3.89
H 1.70 -0.55 6.04
H 2.16 -1.78 4.84
H 1.94 -3.80 5.48
H 0.70 -4.28 6.64
H 2.12 -3.39 7.21
*
```

Summary:
HOMO-LUMO gap: 9.043 eV
LUMO energy: -0.2 eV
HOMO energy: -9.243 eV
ΔE to the lowest compared entry with this formula, charge and spin: 64.2 kJ/mol

Atom charges from the Mulliken analysis, given in e for atoms 1 to 4: number 1, C, carries -1.153; number 2, C, carries -0.493; number 3, C, carries -0.831; number 4, C, carries -0.498


No. 6
Here is a structure of composition C28H16F5N3NiP from the OMol25 dataset. Energies are from the ωB97M-V functional and the def2-TZVPD basis.

Structure (ORCA input):
```
! wB97M-V def2-TZVPD RIJCOSX def2/J DEFGRID3
* xyz -1 3
Ni -0.62 0.36 -1.38
C -1.85 2.17 4.13
C -2.27 2.51 2.86
C -1.83 1.69 1.80
C -0.75 0.78 1.97
C -0.37 0.45 3.24
C -1.03 1.04 4.32
P 0.06 -0.13 0.58
C 1.86 -0.03 0.95
C 2.81 -1.02 0.67
C 4.14 -0.88 1.09
C 4.55 0.37 1.55
C 3.64 1.42 1.60
C 2.31 1.20 1.51
C -0.27 -1.91 0.73
C 0.37 -2.87 1.51
C 0.25 -4.25 1.17
C -0.58 -4.68 0.18
C -1.28 -3.70 -0.62
C -2.07 -4.08 -1.75
C -2.57 -3.09 -2.57
C -2.29 -1.71 -2.29
C -1.40 -1.33 -1.34
C -1.05 -2.34 -0.38
H -2.03 2.79 4.99
H -2.92 3.33 2.65
H -2.25 1.81 0.77
H 0.37 -0.27 3.48
H -0.85 0.69 5.33
H 2.57 -1.97 0.14
H 4.81 -1.75 1.02
H 5.58 0.60 1.86
H 4.02 2.39 1.87
H 1.69 2.00 1.83
H 1.00 -2.58 2.33
H 0.85 -4.94 1.75
H -0.74 -5.72 0.00
H -2.14 -5.14 -2.03
H -3.16 -3.34 -3.46
H -2.83 -0.91 -2.88
N -1.66 1.88 -1.61
C -1.77 3.03 -1.89
C -1.86 4.34 -2.17
C -1.46 4.78 -3.42
N -1.00 5.19 -4.43
C -2.40 5.17 -1.18
N -2.77 5.78 -0.26
F 0.07 1.75 -3.78
C 0.69 0.95 -2.82
F 1.68 1.73 -2.27
C 1.50 -0.14 -3.65
F 2.22 0.33 -4.70
F 0.67 -1.06 -4.15
F 2.41 -0.71 -2.83
*
```

Summary:
HOMO-LUMO gap (spin up / spin down): 7.194 / 7.548 eV
LUMO energy (spin up / spin down): 2.5 / 2.1 eV
HOMO energy (spin up / spin down): -4.742 / -5.483 eV
ΔE to the lowest compared entry with this formula, charge and spin: 0.0 kJ/mol

Atom charges from the Mulliken analysis, given in e for atoms 1 to 4: number 1, Ni, carries -0.619; number 2, C, carries -0.428; number 3, C, carries -0.739; number 4, C, carries -0.462


No. 7
Here is a cluster of 2 separate species, C2H6N3S2 in total from the OMol25 dataset. Energies are from the ωB97M-V functional and the def2-TZVPD basis.

Structure (ORCA input):
```
! wB97M-V def2-TZVPD RIJCOSX def2/J DEFGRID3
* xyz 1 1
C 2.96 -0.97 0.21
C 0.02 -0.91 -0.32
N -0.33 0.16 0.17
N 3.24 0.26 0.14
N -2.86 1.05 -0.04
S 3.21 1.78 0.02
S 1.56 -1.90 -0.13
H -2.76 1.28 0.99
H 3.74 -1.74 0.04
H -0.67 -1.63 -0.52
H -3.51 0.36 0.02
H -1.24 0.59 0.05
H -3.37 1.65 -0.62
*
```

Summary:
HOMO-LUMO gap (spin up / spin down): 5.915 / 5.934 eV
LUMO energy (spin up / spin down): -7.2 / -7.2 eV
HOMO energy (spin up / spin down): -13.161 / -13.163 eV
ΔE to the lowest compared entry with this formula, charge and spin: 457.2 kJ/mol

Atom charges from the Mulliken analysis, given in e for atoms 1 to 4: number 1, C, carries 0.135; number 2, C, carries -0.163; number 3, N, carries -0.495; number 4, N, carries -0.037


No. 8
Here is a structure of composition C14H20CaN2O4S2 from the OMol25 dataset. Energies are from the ωB97M-V functional and the def2-TZVPD basis.

Structure (ORCA input):
```
! wB97M-V def2-TZVPD RIJCOSX def2/J DEFGRID3
* xyz 0 1
Ca 0.09 -0.56 0.14
C -1.36 1.19 2.53
C -2.26 1.59 1.35
O -1.81 0.98 0.16
C -2.53 1.36 -0.99
C -1.91 0.66 -2.20
O -0.51 0.44 -2.05
C 0.37 1.49 -2.45
C 0.49 2.57 -1.39
O 0.86 1.93 -0.19
C 0.81 2.76 0.95
C 0.95 1.85 2.15
O -0.04 0.82 2.15
H -1.77 0.31 3.02
H -1.32 2.01 3.25
H -2.27 2.68 1.20
H -3.28 1.27 1.57
H -2.51 2.46 -1.08
H -3.58 1.05 -0.90
H -2.10 1.25 -3.10
H -2.33 -0.33 -2.31
H 0.04 1.91 -3.40
H 1.34 1.01 -2.58
H -0.46 3.10 -1.25
H 1.24 3.30 -1.69
H -0.14 3.31 0.97
H 1.62 3.49 0.94
H 0.89 2.41 3.09
H 1.90 1.32 2.10
S 2.88 -0.58 -0.04
C 2.54 -2.31 -0.03
C 3.55 -3.28 0.00
C 3.20 -4.61 -0.02
C 1.86 -4.98 -0.06
C 0.92 -3.97 -0.07
N 1.25 -2.68 -0.06
H 4.58 -2.97 0.03
H 3.98 -5.37 0.00
H 1.55 -6.01 -0.08
H -0.15 -4.18 -0.09
S -1.91 -2.11 1.60
C -2.27 -2.27 -0.03
N -2.41 -2.31 -1.18
*
```

Summary:
HOMO-LUMO gap: 7.414 eV
LUMO energy: 0.2 eV
HOMO energy: -7.179 eV
ΔE to the lowest compared entry with this formula, charge and spin: 0.0 kJ/mol

Atom charges from the Mulliken analysis, given in e for atoms 1 to 4: number 1, Ca, carries 1.303; number 2, C, carries -0.646; number 3, C, carries -0.708; number 4, O, carries 0.392


Number 1: calculated total energy -94011.37549 eV. Number 2: calculated total energy -8727.21640 eV. Number 3: calculated total energy -98948.62242 eV. Number 4: calculated total energy -19923.57390 eV. Number 5: calculated total energy -74645.35137 eV. Number 6: calculated total energy -97684.61951 eV. Number 7: calculated total energy -28300.87564 eV. Number 8: calculated total energy -66124.53867 eV.